1.
# C2H3N2O5

2 unconnected molecules or ions with the total composition C2H3N2O5 in a non-equilibrium geometry (ωB97M-V/def2-TZVPD, OMol25).

Structure (XYZ):
```
12
Properties=species:S:1:pos:R:3:forces:R:3:lowdin_charge:R:1
C 2.5886 0.4335 0.0170 -2.1 -0.3 1.3 -0.675
C 0.9997 0.3819 -0.2209 -0.2 -0.5 -1.6 -0.122
N 0.4603 -0.7971 0.0555 -0.9 -0.8 0.5 0.068
N -2.7563 0.1230 -0.1172 -0.4 -2.1 1.8 -0.616
O 3.3062 -0.2280 -0.6386 1.8 -1.4 -2.4 0.145
O -2.1746 -0.8682 0.4309 -0.2 -0.9 0.6 -0.114
O 2.5547 1.0111 1.0717 1.6 2.3 2.5 0.160
O -3.9877 0.1979 0.0335 0.4 0.8 -0.7 -0.045
O -2.0344 0.8977 -0.6923 0.1 2.1 -1.4 -0.011
H 0.4884 1.2639 -0.2095 -1.0 2.2 0.1 0.059
H 1.1395 -1.4961 -0.0825 0.0 -1.6 0.2 0.071
H -0.5843 -0.9195 0.3525 0.9 0.3 -1.0 0.079
```
Forces are in eV/Å.

The value obtained for the HOMO energy (spin up / spin down) is -2.5034 / -5.2342 eV. The calculation puts the gap between HOMO and LUMO (spin up / spin down) at 6.1100 / 5.7707 eV. As for the total charge: -1. The strongest force on any atom is 0.0739 hartree/bohr. As for the molar mass: 135.06 g mol⁻¹. As for the spin multiplicity: 3. For the lowest unoccupied orbital energy (spin up / spin down), the calculation gives 0.13254 / 0.01972 Eh.

2.
# C5H9NO2

2 unconnected molecules or ions with the total composition C5H9NO2 in a non-equilibrium geometry (ωB97M-V/def2-TZVPD, OMol25).

Structure (XYZ):
```
17
Properties=species:S:1:pos:R:3:forces:R:3:lowdin_charge:R:1
H 0.9180 -1.4579 -0.8614 -0.8 1.2 0.5 0.086
N 0.2727 -0.6132 -0.8509 -0.3 -3.3 -1.2 0.092
C 0.8725 0.4551 -0.6996 -2.0 2.3 0.3 -0.364
C 2.2121 0.7204 -0.2877 3.6 -0.2 1.4 -0.214
C 2.6680 -0.1545 0.9986 -3.4 -1.2 -2.3 -0.066
H 0.2507 1.3723 -0.7930 0.1 -0.4 0.0 0.114
H 2.8487 0.3966 -1.1240 0.3 0.7 0.1 0.113
H 2.2920 1.8216 -0.0471 0.4 -1.3 -0.4 0.121
H 3.1729 -1.1155 0.8953 0.1 0.1 -1.0 0.064
H 1.6624 -0.4482 1.3656 0.8 0.2 0.8 0.071
H 3.2395 0.3475 1.6766 1.2 1.8 1.9 0.019
O -3.0758 2.1195 -0.0334 -0.2 0.0 -0.2 0.142
C -3.3062 0.9738 -0.0452 -0.3 0.4 1.1 -0.205
C -3.3976 -0.3175 -0.0955 2.0 -2.0 -2.6 -0.207
O -3.9815 -1.3144 0.6746 -0.1 0.3 0.0 -0.026
H -2.6636 -0.6254 -0.9593 -1.4 0.3 1.7 0.152
H -3.9846 -2.1602 0.1864 0.1 0.9 0.1 0.107
```
Forces are in eV/Å.

The value obtained for the HOMO energy is -8.2453 eV. The SMILES is [H]/N=C\CC.O=C=CO. The calculation puts the gap between HOMO and LUMO at 8.7166 eV. As for the total charge: 0. The strongest force on any atom is 0.0829 hartree/bohr. The relative energy (zero: lowest compared OMol25 entry of this formula, charge and spin) comes out at 4.155 eV. As for the molar mass: 115.13 g mol⁻¹. As for the spin multiplicity: 1. For the lowest unoccupied orbital energy, the calculation gives 0.01732 Eh.

3.
# C30H70ClN10O14Pt

A molecular structure, C30H70ClN10O14Pt in a non-equilibrium geometry (ωB97M-V/def2-TZVPD, OMol25).

Structure (XYZ):
```
126
Properties=species:S:1:pos:R:3:forces:R:3:lowdin_charge:R:1
Pt -25.6304 12.8046 -1.1865 -1.0 -2.3 -0.3 1.408
Cl -25.7730 9.1312 -0.2863 -1.0 0.3 2.3 0.645
O -24.8655 8.0602 -0.4315 0.3 -0.3 -1.5 -0.282
O -25.4437 10.2944 -1.1363 0.5 0.5 -1.3 -0.429
O -27.1460 8.7484 -0.5160 0.2 0.0 -1.0 -0.338
O -25.6750 9.5829 1.0535 0.0 0.9 1.4 -0.346
C -29.8017 11.3362 -1.1414 -0.4 0.9 0.1 0.031
C -28.6477 11.5243 -2.1811 -1.3 -1.3 2.9 -0.487
O -27.6132 12.0699 -1.8244 0.8 1.3 0.0 -0.108
N -28.7983 10.8978 -3.3158 0.5 -0.1 -1.7 0.072
C -27.8859 11.0245 -4.4676 -0.8 0.1 -1.4 -0.016
H -29.5439 10.8467 -0.2022 0.7 -0.8 -0.6 0.064
H -30.7508 10.9372 -1.4995 0.4 -0.5 -0.4 0.084
H -30.1526 12.2651 -0.6918 0.4 0.8 -0.6 0.080
H -29.7083 10.4963 -3.4912 0.1 0.0 -0.1 0.151
H -27.0668 11.7425 -4.4294 -0.2 -0.2 1.0 0.064
H -28.4910 11.3911 -5.2968 -0.2 0.2 0.0 0.094
H -27.5180 10.0847 -4.8796 0.1 -0.3 0.7 0.078
C -21.2621 4.0796 -0.2080 2.1 0.4 0.7 -0.008
C -22.6784 3.7682 -0.3578 -0.2 -2.6 -1.4 -0.576
O -23.0481 2.5900 -0.5057 0.1 1.5 0.5 0.028
N -23.4465 4.8383 -0.4590 -0.5 0.3 0.3 0.034
C -24.8628 4.7218 -0.5726 -1.3 1.2 -0.4 -0.064
H -21.0010 3.8526 0.8256 0.3 -0.5 0.0 0.087
H -20.9573 5.1212 -0.3097 -0.4 0.2 -0.3 0.054
H -20.6581 3.5041 -0.9096 -0.1 -0.2 0.3 0.099
H -22.9841 5.7180 -0.2787 -0.5 0.2 0.0 0.100
H -25.2366 3.7273 -0.8160 0.6 -0.1 0.4 0.100
H -25.2030 5.3584 -1.3894 0.0 0.1 -0.2 0.053
H -25.3655 5.1197 0.3089 0.0 -0.4 0.2 0.062
C -25.9708 7.6557 -3.8682 0.0 0.7 0.9 0.009
C -27.1799 6.8946 -4.3528 2.7 -2.5 -0.8 -0.579
O -27.0134 5.7489 -4.7576 0.0 0.1 -0.1 0.040
N -28.3634 7.4274 -4.3014 -0.9 3.6 1.1 0.002
C -29.6115 6.8741 -4.6187 -1.1 -1.0 0.4 -0.055
H -25.2129 7.8910 -4.6154 -0.3 -0.5 -0.3 0.087
H -25.5112 7.0409 -3.0944 0.2 -0.1 -0.2 0.070
H -26.1879 8.5953 -3.3601 -0.3 0.2 0.0 0.048
H -28.4351 8.3181 -3.8306 0.3 -0.1 0.0 0.104
H -29.4365 5.8894 -5.0519 -0.4 0.2 -0.4 0.105
H -30.1996 7.5902 -5.1927 0.1 -0.4 -0.6 0.088
H -30.1668 6.7390 -3.6905 -0.2 -0.3 0.1 0.076
C -22.9688 11.2113 -3.9243 -1.4 -0.3 -0.7 0.048
C -24.0783 12.2394 -4.0621 4.2 0.8 -0.7 -0.478
O -24.9104 12.3595 -3.1713 -2.0 0.9 1.1 -0.140
N -23.9987 13.0881 -5.1269 -1.2 -1.3 1.4 0.052
C -25.1063 13.9443 -5.4289 -0.2 1.6 -0.9 -0.068
H -22.1725 11.2907 -4.6644 0.0 0.1 0.3 0.101
H -23.5764 10.3440 -4.1827 0.3 -0.7 -0.2 0.089
H -22.6550 10.9762 -2.9073 0.1 0.6 -0.1 0.101
H -23.3209 12.9755 -5.8672 0.1 -0.4 0.4 0.157
H -25.9993 13.4543 -5.8169 0.1 -0.3 0.1 0.088
H -24.7486 14.6216 -6.2044 -0.2 -0.1 -0.2 0.098
H -25.3908 14.6292 -4.6301 0.1 -0.4 0.4 0.092
C -19.7733 6.5889 2.0344 0.7 -0.1 0.3 0.013
C -21.1325 7.1639 1.7629 1.0 0.0 0.5 -0.543
O -21.5255 7.3994 0.6363 -0.8 0.2 -0.7 0.015
N -21.8055 7.4356 2.8839 -0.3 -0.3 0.4 0.026
C -23.1470 7.9648 2.9270 -0.3 0.2 0.2 -0.049
H -19.3861 6.9419 2.9902 0.0 0.1 0.0 0.082
H -19.0490 6.8868 1.2762 -0.2 -0.2 -0.1 0.083
H -19.8022 5.5035 2.1301 -0.1 0.0 -0.3 0.085
H -21.3324 7.1901 3.7418 -0.3 0.1 -0.1 0.141
H -23.1172 9.0438 3.0787 -0.1 0.1 -0.2 0.073
H -23.6987 7.5408 3.7659 0.1 -0.1 0.0 0.091
H -23.6984 7.7303 2.0164 0.2 0.1 0.0 0.069
C -28.3007 4.7488 -1.8617 1.7 -0.2 0.6 0.015
C -29.4630 5.3668 -1.1826 -2.9 -1.3 -1.8 -0.572
O -30.5251 4.7313 -1.1489 0.5 0.3 0.5 0.021
N -29.4546 6.6509 -0.8197 1.6 0.6 0.2 0.003
C -30.6261 7.3882 -0.4107 0.8 -0.2 0.0 -0.063
H -27.4139 5.3824 -1.8437 0.2 0.0 0.3 0.059
H -28.3604 4.4426 -2.9061 -0.9 0.3 0.0 0.092
H -28.1023 3.8272 -1.3145 0.3 0.0 0.0 0.092
H -28.5429 7.0804 -0.7534 -0.2 0.3 0.0 0.086
H -31.1440 6.8944 0.4116 -0.1 0.0 -0.1 0.085
H -31.2824 7.4909 -1.2748 -0.3 0.2 0.2 0.083
H -30.2167 8.3429 -0.0803 -0.5 0.2 0.0 0.066
C -25.3279 10.4584 8.1880 -0.5 -1.1 0.0 -0.003
C -25.0062 10.8898 6.7904 1.9 1.4 1.2 -0.575
O -24.1511 11.7438 6.5752 -0.4 -0.2 -0.4 0.041
N -25.6881 10.2947 5.8156 -1.2 -1.0 -0.3 0.005
C -25.4138 10.5342 4.4419 0.7 -0.2 -1.4 -0.087
H -24.8991 11.0601 8.9893 -0.4 0.3 -0.4 0.092
H -24.9620 9.4485 8.3736 0.3 -0.2 -0.2 0.085
H -26.4097 10.3257 8.2028 -0.2 0.4 0.7 0.079
H -26.2914 9.5241 6.0650 0.1 0.2 -0.1 0.141
H -25.9008 9.8189 3.7790 -0.4 -0.1 0.3 0.073
H -24.3566 10.3914 4.2182 0.1 0.2 0.2 0.071
H -25.6691 11.5299 4.0794 -0.1 0.2 0.3 0.079
C -28.2810 12.2394 2.1204 1.0 -0.4 -0.7 0.046
C -27.3450 13.3588 1.6133 -2.6 -1.9 0.8 -0.511
O -26.7525 13.1735 0.5662 2.1 0.0 -2.2 -0.132
N -27.4340 14.5029 2.2167 -0.1 0.8 0.5 0.058
C -26.8137 15.7240 1.7309 0.1 0.4 0.2 -0.021
H -29.1783 12.2065 1.5023 -0.3 0.8 0.3 0.071
H -28.4824 12.2306 3.1916 -0.1 0.1 -0.2 0.094
H -27.8484 11.2941 1.7926 0.5 -0.1 0.5 0.078
H -27.9769 14.4510 3.0668 0.1 0.7 0.0 0.161
H -25.8086 15.8042 2.1449 -0.1 0.3 0.0 0.101
H -27.4326 16.5836 1.9880 0.2 -0.1 0.4 0.099
H -26.7429 15.7645 0.6440 -0.1 -0.5 0.0 0.084
C -22.3240 7.6996 -2.6725 0.8 0.8 1.9 -0.001
C -20.8058 7.8397 -2.8351 -0.9 0.2 -3.4 -0.534
O -20.4439 7.8627 -4.0209 0.8 0.0 1.0 0.001
N -19.9857 7.8914 -1.7736 -1.0 0.5 -0.3 0.020
C -18.5847 7.5875 -1.8499 0.9 -0.7 0.3 -0.075
H -22.6179 8.3030 -1.8136 -0.3 -0.3 0.5 0.054
H -22.4827 6.6463 -2.4412 -0.5 0.0 -0.2 0.084
H -22.9348 8.0984 -3.4824 0.6 -0.5 -0.4 0.057
H -20.4940 7.9312 -0.9017 0.5 -0.4 0.5 0.081
H -18.4231 6.5284 -1.6497 0.0 -0.2 0.1 0.081
H -17.9884 8.1190 -1.1082 -0.3 0.3 0.0 0.079
H -18.1132 7.7370 -2.8212 -0.6 0.4 -0.1 0.086
C -29.0049 3.3007 1.9656 0.3 1.7 -0.3 0.019
C -27.8512 4.3645 2.1263 1.0 -1.5 0.3 -0.519
O -26.6690 4.0291 2.1631 -0.7 -0.2 -0.2 0.017
N -28.1455 5.6699 2.2911 -0.8 1.9 0.0 0.011
C -27.1243 6.7283 2.5748 0.0 -1.8 -0.6 -0.048
H -29.0880 2.6635 2.8460 0.3 0.1 -0.1 0.079
H -28.8597 2.7111 1.0603 0.4 -0.1 0.2 0.077
H -29.9519 3.8125 1.7947 -0.1 0.0 0.2 0.059
H -29.1066 5.9780 2.3304 0.1 -0.3 -0.1 0.119
H -26.2414 6.5177 1.9714 0.0 -0.1 -0.1 0.058
H -26.8030 6.6053 3.6091 -0.1 0.5 0.1 0.082
H -27.4519 7.7248 2.2786 -0.4 -0.2 0.4 0.065
```
Forces are in eV/Å.

The value obtained for the HOMO energy (spin up / spin down) is -10.1297 / -10.1295 eV. The calculation puts the gap between HOMO and LUMO (spin up / spin down) at 5.7525 / 3.3134 eV. As for the total charge: +1. The strongest force on any atom is 0.0840 hartree/bohr. The relative energy (zero: lowest compared OMol25 entry of this formula, charge and spin) comes out at 4.843 eV. As for the molar mass: 1025.48 g mol⁻¹. As for the spin multiplicity: 3. For the lowest unoccupied orbital energy (spin up / spin down), the calculation gives -0.16086 / -0.25049 Eh.

4.
# C34H47MnN5O2P

A molecular structure, C34H47MnN5O2P in a non-equilibrium geometry (ωB97M-V/def2-TZVPD, OMol25).

Structure (XYZ):
```
90
Properties=species:S:1:pos:R:3:forces:R:3:lowdin_charge:R:1
Mn -0.9784 0.8343 0.0858 0.1 1.4 -0.1 0.537
C -1.5796 1.9532 -3.2486 -0.1 0.1 -0.1 -0.155
C -0.1623 1.5831 -2.8609 0.2 0.0 0.1 -0.191
N 0.1945 1.8540 -1.4445 0.1 -0.1 -0.2 -0.111
C 0.3878 3.2963 -1.2200 0.0 0.0 0.1 -0.174
C 0.5530 3.5855 0.2559 0.1 -0.1 0.0 -0.193
N -0.6091 3.0639 0.9747 -0.1 -0.2 -0.1 -0.089
C -0.4797 3.2267 2.4310 0.0 -0.1 0.0 -0.201
C -1.7721 2.9402 3.1764 0.0 0.0 0.0 -0.164
C -2.2753 1.5063 3.0645 0.0 0.0 -0.1 -0.190
N -2.5806 1.0991 1.6863 0.1 -0.1 0.1 -0.107
C -3.7235 1.8195 1.1016 0.1 -0.1 -0.1 -0.169
C -3.8830 1.4198 -0.3526 0.1 0.0 0.1 -0.159
N -2.5845 1.6246 -1.0412 -0.4 -0.2 0.1 -0.107
C -2.6428 1.2172 -2.4585 0.0 -0.1 0.1 -0.170
H -1.7033 1.7272 -4.3093 0.0 -0.1 0.0 0.129
H -1.7500 3.0329 -3.1709 0.0 0.0 0.0 0.112
H 0.5562 2.0883 -3.5164 0.0 0.0 0.0 0.132
H -0.0377 0.5170 -3.0185 0.0 0.0 0.0 0.073
H 1.0883 1.3902 -1.2864 0.1 0.0 -0.1 0.096
H -0.4935 3.8218 -1.5958 0.0 0.0 0.0 0.115
H 1.2379 3.6752 -1.7958 0.0 0.0 0.0 0.135
H 0.7146 4.6556 0.4282 -0.1 0.0 0.0 0.131
H 1.4379 3.0685 0.6367 0.0 0.0 0.0 0.107
H -1.4349 3.5732 0.6720 0.0 0.1 0.0 0.113
H -0.1287 4.2384 2.6700 -0.1 0.0 0.0 0.127
H 0.2959 2.5380 2.7677 0.0 0.0 0.0 0.083
H -2.5436 3.6498 2.8650 0.0 0.0 0.0 0.109
H -1.6070 3.1559 4.2343 0.0 0.0 0.0 0.123
H -3.1552 1.3891 3.7086 0.0 0.0 0.0 0.125
H -1.5114 0.8193 3.4384 0.0 0.0 0.0 0.117
H -2.8015 0.1037 1.6631 -0.1 0.0 -0.1 0.104
H -3.5371 2.8948 1.1770 0.0 0.0 0.0 0.104
H -4.6512 1.6296 1.6515 0.0 0.0 0.0 0.137
H -4.6708 2.0065 -0.8359 0.0 0.1 0.0 0.134
H -4.1593 0.3691 -0.4273 0.0 0.0 0.0 0.091
H -2.4241 2.6300 -1.0435 0.0 0.0 0.0 0.106
H -3.6338 1.4277 -2.8725 0.0 0.1 0.0 0.131
H -2.4988 0.1352 -2.5038 0.0 0.0 0.0 0.119
O -4.2664 -1.6879 -0.5317 -0.1 0.0 0.1 0.040
C -3.0435 -1.7138 -0.5828 0.3 -0.1 -0.2 -0.604
O -2.2463 -1.0531 0.1831 -0.1 -0.3 0.0 -0.199
C -2.3609 -2.5826 -1.6268 -0.1 0.1 0.1 -0.133
C -3.1384 -3.5243 -2.2912 0.0 0.0 0.0 -0.007
C -2.5635 -4.4195 -3.1767 0.0 0.0 0.0 -0.056
C -1.1940 -4.3813 -3.3956 0.0 0.0 0.0 -0.063
C -0.4143 -3.4357 -2.7481 0.0 0.0 -0.1 -0.093
C -0.9868 -2.5090 -1.8759 0.1 0.0 0.0 -0.260
P 0.0476 -1.3248 -0.9309 0.0 -0.4 0.0 1.116
C 1.6118 -1.1830 -1.8991 0.0 0.0 0.0 -0.368
C 2.7917 -0.8903 -1.2097 0.0 0.0 0.0 -0.116
C 3.9623 -0.5635 -1.8784 0.0 0.0 0.0 -0.074
C 3.9827 -0.5233 -3.2653 0.0 0.0 0.0 -0.074
C 2.8247 -0.8160 -3.9693 0.0 0.0 0.0 -0.065
C 1.6550 -1.1387 -3.2952 0.0 0.0 0.0 -0.123
C 0.5659 -2.4689 0.4258 0.0 -0.1 0.0 -0.322
C -0.0996 -2.4705 1.6505 0.0 0.1 0.0 -0.102
C 0.1814 -3.4326 2.6105 0.0 0.0 0.0 -0.080
C 1.1401 -4.4053 2.3699 0.0 0.0 0.0 -0.079
C 1.8112 -4.4159 1.1554 0.0 0.0 0.0 -0.069
C 1.5176 -3.4620 0.1919 0.0 0.0 0.0 -0.091
H -4.1982 -3.5430 -2.0762 0.0 0.0 0.0 0.121
H -3.1751 -5.1581 -3.6779 0.0 0.0 0.0 0.110
H -0.7287 -5.0925 -4.0657 0.0 0.0 0.0 0.109
H 0.6523 -3.4389 -2.9223 0.0 0.0 0.0 0.095
H 2.8047 -0.9553 -0.1287 0.0 0.0 0.0 0.072
H 4.8658 -0.3606 -1.3167 0.0 0.0 0.0 0.104
H 4.8953 -0.2776 -3.7917 0.0 0.0 0.0 0.108
H 2.8293 -0.8003 -5.0516 0.0 0.0 0.0 0.111
H 0.7668 -1.3609 -3.8731 0.0 0.0 0.0 0.106
H -0.8779 -1.7462 1.8418 0.0 0.0 0.0 0.082
H -0.3649 -3.4284 3.5455 0.0 0.0 0.0 0.108
H 1.3523 -5.1594 3.1166 0.0 0.0 0.0 0.107
H 2.5485 -5.1795 0.9444 0.0 0.0 0.0 0.108
H 2.0308 -3.5104 -0.7601 0.0 0.0 0.0 0.105
C 2.4575 1.1080 4.0754 0.0 0.0 0.1 -0.029
C 2.8098 0.4593 2.7320 -0.3 0.0 -0.2 -0.562
C 3.1963 -1.0118 2.9201 0.0 0.0 0.0 -0.018
C 3.9284 1.2402 2.0317 0.0 0.0 0.1 -0.020
C 1.6030 0.5092 1.8698 0.1 0.0 0.0 -0.079
N 0.6656 0.5782 1.2110 0.0 -0.2 0.5 0.158
H 3.3357 1.0621 4.7197 0.0 0.0 0.0 0.100
H 1.6429 0.5782 4.5700 0.0 0.0 0.0 0.097
H 2.1773 2.1549 3.9556 0.0 0.0 0.0 0.082
H 4.0730 -1.0565 3.5675 0.0 0.0 0.0 0.101
H 3.4375 -1.4882 1.9698 0.0 0.0 0.0 0.083
H 2.3903 -1.5773 3.3836 0.0 0.0 0.0 0.087
H 4.8099 1.2285 2.6734 0.0 0.0 0.0 0.101
H 3.6455 2.2800 1.8615 0.0 0.0 0.0 0.088
H 4.1948 0.7878 1.0775 0.0 0.0 0.0 0.077
```
Forces are in eV/Å.

The value obtained for the HOMO energy (spin up / spin down) is -10.0403 / -10.3848 eV. The calculation puts the gap between HOMO and LUMO (spin up / spin down) at 7.9964 / 8.3311 eV. As for the total charge: +1. The strongest force on any atom is 0.0281 hartree/bohr. The relative energy (zero: lowest compared OMol25 entry of this formula, charge and spin) comes out at 0.090 eV. As for the molar mass: 643.69 g mol⁻¹. As for the spin multiplicity: 2. For the lowest unoccupied orbital energy (spin up / spin down), the calculation gives -0.07511 / -0.07548 Eh.

Please write out number 2 again, unchanged.
# C5H9NO2

2 unconnected molecules or ions with the total composition C5H9NO2 in a non-equilibrium geometry (ωB97M-V/def2-TZVPD, OMol25).

Structure (XYZ):
```
17
Properties=species:S:1:pos:R:3:forces:R:3:lowdin_charge:R:1
H 0.9180 -1.4579 -0.8614 -0.8 1.2 0.5 0.086
N 0.2727 -0.6132 -0.8509 -0.3 -3.3 -1.2 0.092
C 0.8725 0.4551 -0.6996 -2.0 2.3 0.3 -0.364
C 2.2121 0.7204 -0.2877 3.6 -0.2 1.4 -0.214
C 2.6680 -0.1545 0.9986 -3.4 -1.2 -2.3 -0.066
H 0.2507 1.3723 -0.7930 0.1 -0.4 0.0 0.114
H 2.8487 0.3966 -1.1240 0.3 0.7 0.1 0.113
H 2.2920 1.8216 -0.0471 0.4 -1.3 -0.4 0.121
H 3.1729 -1.1155 0.8953 0.1 0.1 -1.0 0.064
H 1.6624 -0.4482 1.3656 0.8 0.2 0.8 0.071
H 3.2395 0.3475 1.6766 1.2 1.8 1.9 0.019
O -3.0758 2.1195 -0.0334 -0.2 0.0 -0.2 0.142
C -3.3062 0.9738 -0.0452 -0.3 0.4 1.1 -0.205
C -3.3976 -0.3175 -0.0955 2.0 -2.0 -2.6 -0.207
O -3.9815 -1.3144 0.6746 -0.1 0.3 0.0 -0.026
H -2.6636 -0.6254 -0.9593 -1.4 0.3 1.7 0.152
H -3.9846 -2.1602 0.1864 0.1 0.9 0.1 0.107
```
Forces are in eV/Å.

The value obtained for the HOMO energy is -8.2453 eV. The SMILES is [H]/N=C\CC.O=C=CO. The calculation puts the gap between HOMO and LUMO at 8.7166 eV. As for the total charge: 0. The strongest force on any atom is 0.0829 hartree/bohr. The relative energy (zero: lowest compared OMol25 entry of this formula, charge and spin) comes out at 4.155 eV. As for the molar mass: 115.13 g mol⁻¹. As for the spin multiplicity: 1. For the lowest unoccupied orbital energy, the calculation gives 0.01732 Eh.